No. 1
{
  "formula": "C10H37N18O12Pb",
  "method": "wB97M-V/def2-TZVPD",
  "homo_lumo_gap_ev": 6.411,
  "largest_force_ev_per_a": 8.72,
  "e_homo_ev": -10.824,
  "charge": 1,
  "e_above_lowest_kcal_mol": 188.2,
  "symbols": ["Pb", "O", "C", "O", "O", "H", "C", "O", "N", "N", "H", "H", "H", "H", "C", "O", "N", "N", "H", "H", "H", "H", "C", "O", "N", "N", "H", "H", "H", "H", "C", "O", "N", "N", "H", "H", "H", "H", "C", "O", "N", "N", "H", "H", "H", "H", "C", "O", "N", "N", "H", "H", "H", "H", "C", "O", "N", "N", "H", "H", "H", "H", "C", "O", "N", "N", "H", "H", "H", "H", "C", "O", "N", "N", "H", "H", "H", "H"],
  "positions_angstrom": [[2.795, 1.342, 2.032], [-0.998, -0.215, -0.134], [0.125, 0.418, 0.239], [1.073, 0.564, -0.558], [0.173, 0.760, 1.401], [-1.184, -0.092, 0.800], [0.725, -2.355, -2.918], [1.540, -1.588, -3.302], [0.768, -3.575, -3.142], [-0.263, -2.022, -2.089], [0.173, -4.270, -2.714], [1.616, -3.859, -3.610], [-1.030, -2.626, -1.830], [-0.239, -1.118, -1.639], [-0.161, 1.497, -4.152], [-0.531, 1.626, -5.265], [0.976, 1.073, -3.832], [-0.919, 1.818, -3.106], [1.195, 0.669, -2.932], [1.664, 0.897, -4.549], [-0.430, 1.834, -2.223], [-1.864, 1.470, -3.178], [2.107, 3.897, -0.299], [3.054, 3.311, 0.141], [1.848, 5.131, -0.083], [1.135, 3.348, -0.849], [1.042, 5.564, -0.510], [2.461, 5.630, 0.545], [0.467, 3.950, -1.310], [1.248, 2.363, -1.042], [4.642, 0.123, -1.154], [4.436, 0.571, -0.051], [5.744, -0.242, -1.595], [3.682, -0.081, -2.042], [5.677, -0.884, -2.372], [6.630, -0.094, -1.134], [2.790, 0.260, -1.714], [3.678, -0.286, -3.030], [-4.178, 0.372, 3.206], [-4.460, -0.659, 3.704], [-3.166, 0.510, 2.482], [-4.901, 1.495, 3.219], [-2.659, -0.292, 2.831], [-2.726, 1.392, 2.264], [-5.787, 1.482, 3.703], [-4.606, 2.161, 2.519], [-2.404, 3.420, 0.845], [-3.220, 3.344, 1.748], [-2.619, 3.145, -0.397], [-1.183, 3.433, 1.051], [-3.599, 3.148, -0.641], [-1.833, 3.275, -1.018], [-0.965, 3.133, 1.990], [-0.553, 3.577, 0.275], [2.905, -2.108, 1.163], [2.648, -1.059, 1.745], [2.641, -2.309, -0.101], [3.133, -3.206, 1.769], [2.794, -3.223, -0.501], [2.208, -1.554, -0.613], [2.650, -3.310, 2.651], [3.399, -3.979, 1.176], [-3.437, -3.205, -1.290], [-3.575, -2.580, -2.276], [-2.898, -2.852, -0.158], [-3.799, -4.447, -1.092], [-2.590, -1.904, 0.003], [-2.788, -3.587, 0.526], [-4.380, -4.900, -1.783], [-3.458, -4.856, -0.234], [-0.546, -1.322, 3.942], [-1.149, -1.849, 3.087], [-0.461, -0.002, 4.090], [-0.107, -1.964, 4.909], [-0.623, 0.564, 3.269], [0.160, 0.383, 4.788], [0.381, -1.528, 5.677], [-0.092, -2.945, 4.668]],
  "atomic_forces_ev_per_a": [[-0.406, -1.325, -2.885], [0.670, 0.970, 0.562], [2.337, -0.671, -3.840], [0.523, 0.037, -1.013], [0.864, 1.784, 4.161], [-3.375, -1.406, 1.097], [-2.743, 3.495, 3.052], [3.536, 3.137, -1.450], [1.366, -8.302, -2.275], [-1.513, 1.565, 1.521], [0.173, 0.261, -0.237], [-0.436, -0.468, -0.208], [0.167, 0.156, -0.176], [-0.204, -0.361, -0.592], [-2.575, 0.945, -0.837], [-1.438, 0.416, -3.778], [7.282, -1.880, 1.689], [-2.095, 1.170, 2.671], [-0.369, -0.061, -0.300], [-0.403, -0.084, -0.015], [-0.711, -0.663, 0.061], [-0.011, 0.263, 0.441], [0.905, 1.501, 1.754], [3.687, -2.660, 2.396], [0.656, 5.441, 1.328], [-4.972, -4.067, -4.131], [0.475, 0.388, 0.442], [-0.236, 0.371, -0.420], [0.058, -0.750, -0.544], [-0.476, -0.321, -0.463], [-3.941, 0.823, -0.262], [-0.826, 1.604, 3.774], [7.207, -2.483, -2.307], [-3.776, 0.648, -0.408], [0.814, 0.296, 0.019], [-0.332, -0.166, 0.032], [-0.124, -0.281, -0.116], [0.655, -0.110, 0.298], [-5.473, 2.896, 1.267], [-1.197, -3.697, 2.514], [7.204, -1.086, -3.818], [-1.587, 1.080, 0.812], [1.635, -0.147, -1.092], [-0.265, -0.072, 0.333], [0.171, 0.303, -0.441], [-0.748, 0.537, 0.440], [-4.846, -1.621, 1.076], [-1.326, 0.479, 0.787], [-2.658, 0.105, -3.980], [7.924, 1.310, 3.004], [0.312, 0.084, -0.949], [-1.092, -0.246, -0.711], [0.948, 0.565, -0.275], [0.476, -0.560, 1.141], [-2.376, 1.169, -1.897], [0.014, 2.815, 1.620], [0.171, 1.009, -2.645], [1.924, -3.659, 3.279], [-0.426, 0.521, -0.283], [0.323, -0.126, -0.542], [0.664, -0.446, 0.075], [-0.383, -0.322, 0.861], [-0.289, -1.004, 0.954], [-0.433, 2.517, -3.369], [2.712, 2.893, 3.318], [-1.585, -4.223, -1.016], [-0.009, -0.379, 0.223], [0.219, 1.306, 0.427], [0.311, -0.320, 0.405], [-0.990, -0.848, -0.806], [-1.362, 4.333, -0.907], [-2.391, -2.091, -5.300], [0.663, 3.328, -0.262], [3.508, -4.619, 5.545], [-0.021, -0.148, 0.239], [-0.271, 0.011, -0.124], [-0.046, -0.699, -0.087], [0.182, -0.161, 1.142]]
}



No. 2
{
  "formula": "C10H37N18O12Pb",
  "method": "wB97M-V/def2-TZVPD",
  "homo_lumo_gap_ev": 5.082,
  "largest_force_ev_per_a": 4.20,
  "e_homo_ev": -11.396,
  "charge": 1,
  "e_above_lowest_kcal_mol": 43.2,
  "symbols": ["Pb", "O", "C", "O", "O", "H", "C", "O", "N", "N", "H", "H", "H", "H", "C", "O", "N", "N", "H", "H", "H", "H", "C", "O", "N", "N", "H", "H", "H", "H", "C", "O", "N", "N", "H", "H", "H", "H", "C", "O", "N", "N", "H", "H", "H", "H", "C", "O", "N", "N", "H", "H", "H", "H", "C", "O", "N", "N", "H", "H", "H", "H", "C", "O", "N", "N", "H", "H", "H", "H", "C", "O", "N", "N", "H", "H", "H", "H"],
  "positions_angstrom": [[-2.967, 1.098, -2.036], [0.707, 0.746, -0.740], [-0.335, 0.734, 0.113], [-1.361, 0.060, -0.260], [-0.207, 1.154, 1.264], [0.340, 0.069, -1.343], [-0.654, -0.557, -4.158], [-1.042, 0.024, -3.120], [0.514, -1.209, -4.215], [-1.259, -0.569, -5.374], [0.861, -1.621, -5.062], [1.155, -1.152, -3.437], [-2.039, 0.068, -5.364], [-1.003, -1.116, -6.174], [-3.717, -2.469, 1.498], [-2.780, -3.279, 1.375], [-3.564, -1.181, 1.171], [-4.985, -2.852, 1.745], [-4.300, -0.498, 1.155], [-2.726, -0.859, 0.716], [-5.316, -3.797, 1.802], [-5.634, -2.095, 1.867], [4.261, 1.218, -3.614], [3.833, 1.611, -4.698], [5.576, 1.381, -3.311], [3.508, 0.703, -2.639], [6.150, 1.709, -4.069], [6.052, 0.930, -2.549], [2.562, 0.389, -2.716], [3.949, 0.607, -1.740], [2.802, -1.817, -0.627], [2.195, -1.847, -1.714], [3.020, -0.714, 0.088], [3.330, -2.934, -0.062], [2.570, 0.124, -0.242], [3.261, -0.816, 1.061], [3.716, -2.913, 0.865], [3.426, -3.729, -0.668], [-0.484, -3.785, -2.946], [-1.428, -3.967, -3.724], [-0.489, -2.858, -1.949], [0.683, -4.452, -3.033], [0.481, -2.569, -1.843], [-1.188, -2.138, -1.996], [1.270, -4.268, -2.239], [0.686, -5.257, -3.635], [-3.941, 2.344, 1.172], [-4.163, 1.378, 0.390], [-4.879, 3.003, 1.848], [-2.692, 2.698, 1.512], [-4.635, 3.715, 2.514], [-5.831, 2.938, 1.526], [-2.598, 3.378, 2.254], [-1.904, 2.135, 1.229], [0.529, -1.943, 2.966], [0.432, -2.905, 3.706], [1.333, -0.846, 3.182], [-0.083, -1.823, 1.747], [1.624, -0.804, 4.147], [1.231, -0.075, 2.552], [-0.900, -2.425, 1.646], [0.063, -0.976, 1.234], [-1.413, 2.588, 4.668], [-1.465, 3.640, 4.018], [-1.052, 1.348, 4.293], [-1.764, 2.596, 5.982], [-0.827, 1.236, 3.316], [-0.916, 0.562, 4.899], [-1.963, 1.716, 6.421], [-2.138, 3.459, 6.336], [2.751, 3.825, 0.436], [3.496, 4.771, 0.608], [1.632, 3.689, 1.233], [2.756, 2.946, -0.590], [1.023, 2.897, 1.355], [1.402, 4.489, 1.799], [3.565, 2.700, -1.130], [1.892, 2.440, -0.699]],
  "atomic_forces_ev_per_a": [[1.200, -1.103, 1.981], [-1.074, -0.348, -0.491], [-0.160, -0.537, 2.154], [-1.293, 1.117, -1.949], [0.417, 0.833, -0.685], [0.844, 0.184, -0.855], [2.373, -1.773, -2.977], [-1.193, 0.775, 0.460], [0.294, 0.535, 1.217], [-1.698, 1.659, 2.056], [-0.048, 0.050, -0.059], [0.012, -0.439, 0.120], [-0.205, -0.430, -0.996], [0.052, -0.040, 0.060], [1.537, -2.778, -1.544], [-0.746, 0.894, 0.544], [-0.016, 1.784, -0.155], [-0.958, 0.873, 0.552], [-0.167, -0.225, 0.171], [0.318, -0.291, 0.466], [0.463, -0.066, 0.160], [-0.385, -0.413, 0.034], [0.111, 1.240, -2.235], [-0.226, -0.611, 0.483], [0.737, 0.068, 0.257], [-0.050, -0.453, 1.753], [-0.073, 0.051, 0.041], [-0.164, -0.094, -0.033], [0.077, 0.158, -0.430], [-0.163, -0.400, -0.028], [0.122, -1.315, 0.067], [0.251, 0.363, 0.152], [-0.011, 0.946, 0.118], [-0.386, 0.031, -0.754], [-0.117, 0.078, 0.531], [0.017, 0.340, 0.002], [0.151, -0.259, -0.118], [0.003, -0.200, 0.383], [-2.215, -0.067, -1.492], [0.555, 0.186, 0.502], [0.772, -0.092, 0.333], [0.069, 0.277, 0.066], [-0.458, 0.685, 0.840], [0.008, -0.126, 0.008], [0.619, -0.897, -0.284], [0.374, -0.125, 0.329], [1.770, -0.552, 0.867], [-0.272, 0.719, -1.485], [-1.364, 0.007, -0.431], [-0.617, 0.280, -0.653], [-0.072, 0.025, -0.041], [0.014, 0.000, 0.228], [0.832, -0.071, 0.133], [0.097, -0.101, 0.416], [0.054, -0.058, -0.986], [-0.021, 0.702, 0.005], [0.507, -1.012, 1.050], [-0.335, -1.238, 0.403], [0.339, 0.707, -0.303], [0.054, 0.625, 0.526], [-0.001, 0.177, -0.643], [-0.489, -0.461, 0.224], [-0.575, 0.650, 1.688], [0.168, -1.079, -0.733], [0.413, 0.096, -2.248], [-0.101, 0.383, 0.339], [0.136, -0.294, 0.090], [-0.061, 0.143, 0.180], [-0.145, 0.230, 0.361], [-0.018, -0.201, 0.176], [-0.782, 1.612, 0.692], [0.480, -0.663, -0.249], [-0.517, 0.361, 0.527], [-0.172, -1.020, -0.235], [0.316, -0.244, -0.318], [0.273, -0.053, 0.080], [-0.031, 0.425, -0.058], [0.549, -0.139, -0.357]]
}



No. 3
{
  "formula": "C10H40ClN20O14",
  "method": "wB97M-V/def2-TZVPD",
  "homo_lumo_gap_ev": 7.655,
  "largest_force_ev_per_a": 9.23,
  "e_homo_ev": -6.531,
  "charge": -1,
  "e_above_lowest_kcal_mol": 208.4,
  "symbols": ["Cl", "O", "O", "O", "O", "C", "O", "N", "N", "H", "H", "H", "H", "C", "O", "N", "N", "H", "H", "H", "H", "C", "O", "N", "N", "H", "H", "H", "H", "C", "O", "N", "N", "H", "H", "H", "H", "C", "O", "N", "N", "H", "H", "H", "H", "C", "O", "N", "N", "H", "H", "H", "H", "C", "O", "N", "N", "H", "H", "H", "H", "C", "O", "N", "N", "H", "H", "H", "H", "C", "O", "N", "N", "H", "H", "H", "H", "C", "O", "N", "N", "H", "H", "H", "H"],
  "positions_angstrom": [[12.549, 0.033, 18.098], [13.812, -0.634, 18.357], [12.540, 0.434, 16.671], [11.424, -0.783, 18.347], [12.344, 1.258, 18.802], [7.660, -2.201, 12.868], [8.466, -2.843, 12.165], [7.968, -1.678, 13.938], [6.414, -2.179, 12.498], [7.327, -0.956, 14.234], [8.893, -1.845, 14.309], [5.863, -1.670, 13.174], [6.224, -2.764, 11.696], [5.427, -3.126, 18.495], [4.814, -2.115, 18.739], [4.933, -4.273, 18.123], [6.723, -3.208, 18.561], [3.938, -4.351, 17.972], [5.557, -5.065, 18.185], [7.153, -2.294, 18.577], [7.317, -3.948, 18.216], [7.225, 3.714, 14.523], [6.566, 2.842, 14.995], [8.472, 3.987, 14.786], [6.819, 4.826, 13.964], [9.098, 3.242, 15.056], [8.996, 4.750, 14.380], [5.838, 5.050, 14.057], [7.456, 5.588, 13.787], [16.714, -6.826, 21.633], [17.035, -7.939, 21.244], [16.599, -6.553, 22.916], [16.587, -5.807, 20.824], [16.440, -7.318, 23.556], [16.561, -5.618, 23.296], [16.184, -4.947, 21.167], [16.453, -6.207, 19.907], [17.943, -0.367, 13.464], [17.862, 0.873, 13.661], [18.788, -0.919, 12.746], [17.186, -1.220, 13.959], [19.436, -0.276, 12.312], [18.930, -1.918, 12.794], [17.196, -2.150, 13.564], [16.585, -0.986, 14.736], [20.993, -2.498, 18.404], [21.624, -1.973, 17.473], [21.576, -2.926, 19.449], [19.723, -2.427, 18.566], [22.579, -3.045, 19.459], [21.034, -3.159, 20.268], [19.200, -1.956, 17.842], [19.331, -2.675, 19.464], [13.714, 6.125, 15.984], [13.960, 7.205, 15.432], [14.553, 5.074, 15.973], [12.707, 5.860, 16.763], [15.307, 5.001, 15.305], [14.123, 4.214, 16.285], [12.777, 5.014, 17.309], [12.090, 6.555, 17.159], [11.026, -3.685, 24.405], [10.294, -4.058, 25.297], [10.547, -3.211, 23.352], [12.380, -3.750, 24.376], [9.598, -2.868, 23.397], [11.131, -3.000, 22.556], [12.764, -3.301, 23.558], [12.904, -4.085, 25.172], [10.909, -7.165, 17.644], [9.784, -6.850, 17.963], [11.208, -8.017, 16.728], [11.984, -6.519, 18.076], [12.175, -7.841, 16.498], [10.577, -8.483, 16.092], [12.846, -7.046, 18.087], [11.854, -5.664, 18.598], [12.011, 1.632, 10.823], [11.357, 1.473, 9.879], [12.600, 0.591, 11.375], [12.192, 2.735, 11.594], [12.346, -0.282, 10.935], [13.335, 0.725, 12.054], [11.710, 3.565, 11.280], [12.667, 2.621, 12.478]],
  "atomic_forces_ev_per_a": [[0.241, 2.060, -3.724], [-0.527, 0.156, 0.737], [0.293, -0.886, 0.715], [-0.867, -1.960, 0.628], [0.926, 0.635, 1.613], [2.362, -5.442, -7.066], [0.314, -0.074, 0.133], [1.514, 3.951, 6.818], [-2.609, 1.015, -0.187], [0.796, 0.096, 1.024], [-0.236, 0.620, 0.012], [-1.360, -0.654, -1.026], [-0.739, 0.538, 0.344], [-0.792, 1.092, 0.112], [-1.074, 1.134, 0.101], [-2.438, -3.199, -1.000], [4.931, 1.542, 0.623], [0.358, -0.317, 0.228], [-0.765, -0.131, -0.275], [0.298, -0.220, 0.275], [-0.445, 0.073, -0.070], [0.120, 1.483, 1.532], [-1.365, -2.289, -0.052], [6.539, -1.889, 1.480], [-4.234, 3.272, -2.900], [-0.190, -0.139, 0.198], [-0.432, -0.258, -0.021], [0.165, 0.046, -0.317], [-0.572, -0.300, 0.072], [1.446, -2.394, 0.539], [-0.515, -0.570, -0.405], [-0.550, 0.478, 3.477], [-0.269, 1.715, -2.103], [0.337, 0.193, -0.210], [-0.186, -0.285, -0.213], [-0.213, -0.218, -0.703], [-0.061, 1.121, -0.400], [-1.086, 8.405, 1.870], [0.221, -1.206, -0.193], [6.694, -2.058, -5.663], [-6.007, -5.019, 4.227], [0.236, -0.643, -0.182], [0.504, 0.546, -0.303], [-0.465, 0.178, 0.642], [-0.157, -0.148, -0.367], [2.550, 3.587, -3.701], [-0.502, -0.976, -0.423], [3.463, -2.798, 4.942], [-5.103, 0.141, -0.571], [-0.360, 0.118, 0.049], [0.588, -0.189, -0.131], [-0.204, -0.103, 0.456], [-0.443, 0.214, -0.650], [2.830, 2.572, -1.680], [-0.572, -0.765, 0.208], [1.047, -1.591, -0.476], [-3.701, -0.633, 2.607], [-0.317, 0.187, 0.092], [0.655, -0.245, -0.282], [-0.338, 0.225, 0.037], [0.357, 0.098, -0.482], [1.450, -2.355, 4.473], [-0.009, -0.439, 1.773], [-2.804, 3.124, -6.345], [0.976, -0.252, 0.099], [0.199, -0.262, -0.378], [-0.556, 0.265, 0.032], [0.828, -0.245, 0.766], [-0.099, 0.209, -0.465], [-3.138, 2.406, 1.162], [-1.388, 0.152, 0.617], [2.166, -3.238, -2.904], [2.294, 1.164, 1.357], [-0.354, -0.992, -1.193], [0.079, 0.321, 0.454], [0.072, 0.711, 0.368], [0.197, -0.463, 0.131], [1.706, 0.416, 3.922], [-3.544, 0.749, -5.055], [1.697, -2.437, 1.148], [-0.230, 1.425, -0.552], [0.620, -0.029, 0.428], [-0.211, -0.739, -0.178], [0.386, 0.004, 0.565], [-0.429, 0.614, -0.238]]
}



> Number 2 is which compound?

C10H37N18O12Pb